Record 1
{"formula": "C33H40Cl2IrN8O2PS", "method": "ωB97M-V with the def2-TZVPD basis set", "symbols": ["Ir", "Cl", "Cl", "S", "P", "O", "O", "N", "N", "N", "N", "N", "N", "N", "N", "C", "C", "C", "C", "C", "C", "C", "C", "C", "C", "C", "C", "C", "C", "C", "C", "C", "C", "C", "C", "C", "C", "C", "C", "C", "C", "C", "C", "C", "C", "C", "C", "C", "H", "H", "H", "H", "H", "H", "H", "H", "H", "H", "H", "H", "H", "H", "H", "H", "H", "H", "H", "H", "H", "H", "H", "H", "H", "H", "H", "H", "H", "H", "H", "H", "H", "H", "H", "H", "H", "H", "H", "H"], "positions_angstrom": [[-1.599878, 0.073462, -1.444614], [-5.387450, 1.191145, -7.289208], [-6.548648, 3.284148, -5.211675], [-3.216580, -1.533849, -1.078089], [0.766149, -0.476089, 1.127870], [-0.978410, -0.506620, -5.855303], [-2.838783, 4.226817, -1.817636], [0.356278, -1.732996, 2.193197], [1.169091, 0.739251, 2.239270], [-0.135346, 0.027375, -0.001480], [-2.714827, 1.940115, -2.084892], [2.238033, -1.076964, 0.540003], [-1.744332, 0.161501, -3.774537], [-2.878019, 1.618044, 0.543312], [0.018639, -1.470815, -2.609146], [1.088013, -1.931911, -4.686760], [-4.463802, 2.588784, -3.651073], [-0.952920, -0.498088, -4.620190], [-0.986735, -3.605748, 1.230217], [-3.327375, 1.854029, -3.322308], [2.005306, -2.751676, -4.060085], [-5.106851, 2.381802, -4.857071], [2.761613, -0.352920, -0.623595], [0.365656, -3.123164, 1.753382], [-3.489421, 0.700586, -5.440465], [2.975233, 1.414605, 3.758345], [-3.367861, 2.454479, 2.719113], [0.894875, -2.268453, -2.008574], [3.245703, -1.776591, 1.326617], [5.126295, -1.122597, -0.190742], [4.593373, -1.064396, 1.248653], [-3.128173, 3.753973, 2.291101], [3.962541, -1.092179, -1.199393], [2.049512, 3.030791, 2.090894], [1.897603, -2.936647, -2.687579], [-2.712760, 3.082747, -1.383263], [0.094628, -1.321946, -3.926881], [-2.089066, -1.911690, 2.648261], [-2.803350, 3.963762, 0.963255], [-2.058820, -3.396234, 2.296849], [-2.835185, 0.888774, -4.223455], [0.829223, 2.123576, 1.956875], [-0.719569, -1.461168, 3.145069], [-4.610428, 1.449288, -5.756802], [-2.732059, 2.865814, 0.111444], [2.650175, 2.882612, 3.489447], [1.728164, 0.550088, 3.560367], [-3.192832, 1.418200, 1.815158], [3.551121, 3.493536, 3.589494], [-3.669037, 2.247896, 3.738020], [0.065011, 2.473174, 2.658203], [-0.482524, -1.989071, 4.081167], [3.353576, 1.282972, 4.776397], [-3.214410, 4.587302, 2.977547], [2.572359, -3.591374, -2.151813], [-3.032956, -3.711874, 1.919490], [0.789720, -2.353682, -0.937723], [1.754574, 4.066993, 1.906101], [1.134268, -3.246454, 0.991308], [-1.822889, -3.988074, 3.190053], [-2.339206, -1.355442, 1.742984], [5.300467, -1.526863, 1.940877], [0.987231, 0.837201, 4.325662], [-3.337485, 0.386752, 2.116123], [0.410317, 2.164230, 0.951884], [5.710560, -2.035048, -0.334909], [2.903377, -1.867912, 2.357144], [-0.909911, -4.658374, 0.943681], [3.378126, -2.798084, 0.936898], [1.922689, 3.233366, 4.229790], [-0.734291, -0.388957, 3.347660], [-3.125437, -0.036841, -6.135721], [-2.652466, 4.947576, 0.541680], [3.063923, 0.675440, -0.365155], [-1.269964, -3.023214, 0.349736], [-4.850417, 3.312288, -2.948988], [4.457414, -0.025021, 1.548466], [1.966272, -0.502711, 3.707269], [3.655484, -2.109571, -1.446563], [1.091324, -1.747765, -5.751483], [2.795424, 2.755431, 1.338384], [5.797142, -0.278412, -0.366272], [0.651718, -3.742544, 2.617111], [1.957601, -0.276059, -1.354418], [4.274687, -0.611994, -2.128132], [3.752910, 1.089058, 3.065058], [-2.841787, -1.699604, 3.413827], [2.788864, -3.241261, -4.624755]], "atomic_forces_ev_per_a": [[-0.33, -0.77, 0.52], [-0.03, -0.06, -0.10], [-0.05, 0.11, 0.01], [0.79, 0.83, -0.20], [0.41, -0.12, 0.28], [0.09, -0.09, -0.04], [0.02, 0.03, 0.14], [-0.11, 0.38, -0.29], [-0.44, 0.05, -0.30], [-0.48, 0.04, -0.22], [0.39, -0.50, 0.36], [-0.22, 0.05, -0.27], [0.23, -0.27, 0.41], [0.05, 0.00, -0.07], [-0.07, 0.06, -0.15], [-0.03, 0.01, -0.07], [0.10, -0.07, 0.06], [-0.25, 0.30, 0.12], [0.05, 0.02, 0.19], [-0.07, 0.12, -0.38], [-0.03, 0.03, 0.13], [0.08, -0.09, -0.08], [0.08, -0.07, -0.09], [-0.03, -0.12, -0.12], [0.02, 0.01, 0.05], [-0.18, 0.09, 0.11], [0.13, 0.08, 0.10], [-0.20, -0.24, 0.09], [0.04, 0.10, 0.08], [-0.08, 0.07, 0.00], [-0.02, -0.15, -0.13], [0.04, -0.09, -0.04], [0.15, 0.08, 0.24], [-0.08, -0.02, 0.18], [-0.24, -0.23, -0.24], [-0.19, -0.11, -0.27], [0.23, -0.14, -0.10], [0.10, -0.21, 0.06], [0.00, 0.03, -0.06], [-0.02, 0.14, -0.19], [-0.23, 0.27, -0.09], [0.11, 0.04, -0.33], [-0.06, 0.10, 0.02], [-0.04, 0.05, 0.15], [0.01, 0.08, 0.25], [0.13, -0.06, -0.19], [0.28, -0.07, -0.05], [0.02, -0.05, 0.11], [-0.04, 0.04, 0.06], [0.02, -0.03, -0.01], [-0.23, 0.04, 0.13], [-0.01, 0.07, 0.01], [0.02, -0.02, -0.01], [-0.02, 0.00, 0.00], [-0.10, -0.04, -0.04], [0.00, -0.05, 0.04], [0.00, -0.02, 0.01], [0.01, -0.01, -0.02], [0.02, -0.03, 0.05], [-0.05, -0.04, 0.00], [-0.02, 0.03, -0.03], [0.01, 0.06, 0.04], [-0.01, -0.04, 0.00], [0.02, 0.06, 0.00], [-0.06, 0.04, 0.06], [0.04, 0.02, 0.00], [0.01, -0.04, -0.03], [0.00, 0.01, -0.02], [-0.01, -0.04, 0.11], [0.02, 0.03, 0.02], [0.02, -0.04, 0.08], [0.03, 0.05, -0.03], [-0.02, 0.01, 0.01], [-0.06, -0.01, 0.03], [0.05, -0.05, -0.08], [-0.01, 0.04, -0.06], [0.02, -0.02, 0.04], [-0.07, 0.02, 0.05], [0.18, 0.25, 0.09], [-0.02, -0.01, 0.00], [-0.02, -0.01, -0.03], [0.04, -0.03, 0.00], [0.04, 0.00, -0.03], [0.14, 0.17, 0.05], [-0.04, -0.04, -0.05], [0.01, -0.04, 0.04], [0.00, 0.02, -0.01], [0.00, -0.01, -0.01]], "mulliken_spin": [2.74, 0.00, 0.00, 1.38, 0.03, 0.02, 0.03, 0.01, 0.04, 0.33, 0.16, 0.00, 0.11, 0.06, 0.09, 0.00, 0.01, -0.04, -0.01, 0.01, 0.00, 0.00, 0.01, 0.00, 0.00, 0.00, 0.01, -0.04, 0.00, 0.00, 0.00, 0.00, 0.00, 0.00, 0.00, -0.04, 0.06, -0.02, 0.00, 0.00, 0.00, 0.00, 0.01, 0.01, 0.03, 0.00, 0.00, -0.01, 0.00, 0.00, 0.00, 0.00, 0.00, 0.00, 0.00, 0.01, 0.02, 0.00, 0.00, 0.00, 0.01, 0.00, 0.00, 0.00, 0.00, 0.00, 0.00, 0.00, 0.00, 0.00, 0.00, 0.00, 0.00, 0.00, 0.00, 0.00, 0.00, 0.00, 0.00, 0.00, 0.00, 0.00, 0.00, 0.00, 0.00, 0.00, 0.00, 0.00], "total_charge": -1, "spin_multiplicity": 6, "s2": 8.770, "energy_ha": -3634.37297}

Record 2
{"formula": "C36H26CrIO7", "method": "ωB97M-V with the def2-TZVPD basis set", "symbols": ["I", "Cr", "O", "O", "O", "O", "O", "O", "O", "C", "C", "C", "C", "C", "C", "C", "C", "C", "C", "C", "C", "C", "C", "C", "C", "C", "C", "C", "C", "C", "C", "C", "C", "C", "C", "C", "C", "C", "C", "C", "C", "C", "C", "C", "C", "H", "H", "H", "H", "H", "H", "H", "H", "H", "H", "H", "H", "H", "H", "H", "H", "H", "H", "H", "H", "H", "H", "H", "H", "H", "H"], "positions_angstrom": [[-2.523302, -2.050978, -1.077195], [4.452586, 0.537160, 2.492147], [5.306926, 1.121572, 5.368986], [-2.752440, -1.638128, -4.142501], [-3.202992, 0.537054, -4.313842], [2.081332, -0.726586, 3.971903], [-3.365481, 0.969002, -0.475842], [5.751929, -2.112223, 3.333449], [-3.087379, 1.977785, -2.456524], [-1.321040, -4.284943, -2.729207], [3.972506, 0.307059, 0.417301], [1.001204, -4.569517, -3.361279], [0.441376, 0.770558, 1.145787], [0.333159, -2.617267, -2.080704], [-2.328227, -0.313389, -2.176227], [5.878208, 1.571688, 1.229950], [5.358235, 0.466558, 0.541648], [-3.014077, 4.033016, 2.703686], [3.066633, 1.249713, 0.948051], [-1.686482, 1.634542, 1.913886], [-2.722577, 1.828361, -3.852567], [-3.443852, 2.786350, 3.176182], [-2.724410, 1.621817, 2.881825], [5.016988, 1.011828, 4.246865], [-1.257318, 2.912248, 1.470689], [-1.898952, 4.082345, 1.860844], [-0.308874, -3.212187, 1.545053], [-0.897228, 0.489623, 1.475332], [-0.969596, -3.107221, -2.071932], [-1.227398, 1.933818, -4.067202], [-0.166043, -1.844348, 1.373299], [-1.411725, -3.700540, 2.238173], [1.630827, 0.977808, 0.917349], [-2.363597, -1.457206, 2.308180], [2.954015, -0.226245, 3.381248], [-2.740131, -0.549476, -3.600350], [1.328201, -3.367427, -2.727564], [3.612367, 2.318781, 1.699723], [-1.186740, -0.912941, 1.727590], [-2.946023, 0.885020, -1.616228], [4.999317, 2.494335, 1.811761], [-2.409876, -2.809554, 2.644553], [-0.324108, -5.022130, -3.377388], [5.302079, -1.124625, 2.903074], [-3.534733, 2.855921, -4.649502], [0.574811, -1.674066, -1.592688], [-0.587755, -5.948272, -3.887512], [-3.253353, -3.183695, 3.226741], [0.465519, -3.875764, 1.153915], [0.774564, -1.473214, 0.955834], [-3.339642, 2.739392, -5.717490], [-0.386591, 2.972809, 0.815451], [-1.483564, -4.768591, 2.449592], [-0.698044, 1.172921, -3.484994], [1.782004, -5.160238, -3.847012], [-4.334230, 2.727502, 3.800888], [-0.905504, 2.936271, -3.772970], [-2.949241, 0.719989, 3.442929], [-4.602106, 2.698588, -4.468790], [3.550752, -0.574834, -0.074049], [5.389869, 3.336037, 2.386345], [-3.256265, 3.863525, -4.341479], [-3.246994, -0.842601, 2.466286], [-2.360352, -4.607982, -2.736824], [6.017789, -0.289478, 0.113381], [2.922926, 2.999651, 2.207558], [2.355507, -3.001575, -2.720696], [-1.522233, 5.040083, 1.498615], [6.955944, 1.714579, 1.321312], [-1.003216, 1.801078, -5.132101], [-3.533909, 4.950871, 2.985294]], "atomic_forces_ev_per_a": [[0.89, -0.02, 0.09], [0.02, -1.45, 1.50], [-0.56, 0.06, -2.58], [0.04, 1.20, 1.22], [1.04, -0.58, 1.52], [1.87, 1.15, -1.43], [0.48, -0.69, -1.25], [-0.99, 2.32, -1.35], [0.43, -1.51, 0.42], [-0.11, 0.04, 0.09], [-0.78, -0.87, -1.06], [-0.19, 0.05, 0.07], [1.53, 0.37, -0.78], [0.01, 0.08, 0.16], [-1.63, -0.25, -1.17], [0.97, 0.29, -0.29], [0.25, -0.20, -0.23], [-0.05, -0.40, -0.27], [-0.34, -0.51, 0.46], [0.14, 0.92, 0.65], [-0.77, 0.07, -0.55], [0.43, 0.10, -0.02], [-0.15, 0.16, -0.48], [0.47, -0.14, 2.22], [-0.34, 0.08, -0.08], [0.06, -0.13, 0.03], [0.11, 0.30, -0.06], [0.05, -0.02, 1.02], [0.34, -0.50, -0.64], [-0.13, 0.18, -0.03], [-0.02, 0.06, 0.03], [-0.16, -0.17, -0.03], [-0.51, 0.21, 0.50], [0.33, 0.12, -0.21], [-1.55, -0.86, 1.09], [-0.03, -0.63, -2.54], [-0.45, 0.05, 0.12], [-1.22, 1.26, 0.12], [0.40, -0.83, 0.00], [-0.44, 2.40, 1.02], [0.00, 0.40, 0.16], [-0.19, -0.09, -0.16], [0.08, 0.30, 0.27], [0.77, -1.81, 1.27], [0.15, -0.33, 0.44], [0.03, -0.22, -0.04], [0.06, 0.27, 0.15], [0.12, 0.09, -0.32], [-0.21, 0.12, 0.31], [-0.47, -0.13, 0.11], [0.07, -0.05, 0.16], [-0.34, 0.02, 0.11], [-0.09, 0.34, 0.04], [0.12, 0.18, -0.05], [-0.29, 0.24, 0.15], [0.37, -0.01, 0.08], [0.08, -0.22, 0.08], [-0.11, 0.22, -0.29], [0.21, 0.04, 0.02], [0.31, 0.35, 0.10], [-0.15, -0.34, -0.14], [-0.02, -0.06, 0.01], [0.35, -0.17, 0.13], [0.27, -0.05, -0.11], [-0.16, 0.26, 0.25], [0.35, -0.19, -0.28], [-0.31, -0.10, -0.03], [-0.13, -0.25, 0.13], [-0.39, -0.14, 0.02], [-0.07, -0.05, 0.27], [0.12, -0.34, -0.10]], "mulliken_spin": [0.05, 0.08, 0.00, 0.11, 0.01, 0.00, 0.19, 0.00, -0.01, 0.01, 0.01, 0.00, 0.01, 0.02, 0.63, 0.00, 0.00, 0.11, -0.03, 0.02, 0.01, -0.06, 0.12, 0.00, 0.11, -0.07, -0.07, 0.18, 0.01, -0.01, 0.05, 0.13, 0.22, 0.12, 0.00, 0.01, 0.00, 0.01, 0.11, -0.03, 0.00, -0.06, 0.00, -0.01, 0.00, -0.02, 0.00, 0.00, 0.00, 0.03, 0.00, 0.01, 0.01, 0.00, 0.00, 0.00, 0.00, 0.01, 0.00, 0.00, 0.00, 0.00, 0.01, 0.00, 0.00, 0.00, 0.00, 0.00, 0.00, 0.00, 0.01], "total_charge": 1, "spin_multiplicity": 3, "s2": 2.065, "energy_ha": -3255.85552}

Record 3
{"formula": "C4H12NOS", "method": "ωB97M-V with the def2-TZVPD basis set", "symbols": ["S", "O", "N", "C", "C", "C", "C", "H", "H", "H", "H", "H", "H", "H", "H", "H", "H", "H", "H"], "positions_angstrom": [[-0.245869, -0.719371, 2.046698], [-2.402703, -2.661854, 0.003727], [1.400811, 0.764053, -1.454414], [0.991709, -0.229666, 0.754061], [1.015148, 1.434294, -2.677656], [-0.349532, 1.771595, -0.029712], [0.364851, 0.479398, -0.444845], [2.143070, 1.263698, -0.982668], [-0.339279, -0.255881, -0.855362], [-2.686713, -1.984827, -0.609875], [1.734111, 1.189646, -3.463076], [-1.706668, -2.101257, 0.399081], [1.441703, -1.155301, 0.398091], [1.126311, 2.534959, -2.583121], [0.013628, 1.177779, -3.011573], [-0.684097, 1.641805, 1.001958], [0.375388, 2.598072, -0.054905], [1.773892, 0.411848, 1.191446], [-1.108290, 2.107722, -0.742769]], "atomic_forces_ev_per_a": [[0.23, 0.12, -0.51], [0.35, 0.56, -0.23], [0.02, -1.03, 0.13], [-0.42, -0.16, 0.44], [0.91, 0.88, 0.28], [0.49, 0.20, -0.03], [-0.04, 0.40, -0.17], [0.05, 0.05, -0.12], [-0.03, 0.27, -0.19], [-0.72, -0.07, -0.59], [-0.14, -0.28, -0.20], [0.44, -0.44, 1.07], [0.29, 0.13, -0.11], [-0.61, -0.16, -0.08], [-0.07, -0.07, 0.11], [-0.52, 0.16, -0.24], [0.18, -0.13, 0.22], [-0.07, -0.10, -0.05], [-0.33, -0.32, 0.29]], "nbo_charge": [-0.72, -0.97, -0.64, -0.51, -0.40, -0.65, -0.06, 0.34, 0.18, 0.44, 0.18, 0.50, 0.20, 0.15, 0.19, 0.26, 0.17, 0.17, 0.19], "total_charge": -1, "spin_multiplicity": 1, "energy_ha": -687.80780}